# 1
{"formula": "C23H16Cl2N2", "method": "wB97M-V/def2-TZVPD", "energy_ha": -1915.86239, "largest_force_ha_per_bohr": 0.05285, "spin_multiplicity": 1, "orbital_gap_ev": 4.49, "total_charge": 0, "species": ["C", "C", "C", "N", "C", "C", "C", "C", "C", "N", "C", "C", "H", "H", "H", "H", "H", "H", "H", "Cl", "C", "C", "C", "C", "C", "C", "C", "C", "C", "Cl", "C", "C", "C", "C", "H", "H", "H", "H", "H", "H", "H", "H", "H"], "xyz": [[2.51, 0.24, -1.13], [1.65, -0.69, -0.36], [1.69, -0.62, 1.04], [1.67, -0.52, 2.21], [1.02, -1.83, -0.94], [0.79, -1.93, -2.35], [0.14, -3.03, -2.89], [-0.29, -4.08, -2.06], [-0.93, -5.23, -2.63], [-1.45, -6.17, -3.10], [-0.10, -3.99, -0.68], [0.53, -2.89, -0.12], [2.34, 0.18, -2.20], [2.29, 1.27, -0.80], [3.58, 0.07, -0.93], [1.12, -1.12, -3.01], [-0.05, -3.08, -3.96], [-0.45, -4.80, -0.03], [0.67, -2.84, 0.96], [-4.63, -2.04, 2.54], [-3.42, -1.06, 1.85], [-3.08, -1.22, 0.50], [-2.08, -0.43, -0.05], [-1.42, 0.58, 0.71], [-0.40, 1.31, 0.03], [0.30, 2.49, 0.45], [0.85, 3.29, -0.60], [1.56, 4.45, -0.33], [1.74, 4.86, 1.00], [2.60, 6.30, 1.33], [1.22, 4.09, 2.06], [0.58, 2.87, 1.79], [-1.83, 0.77, 2.06], [-2.78, -0.08, 2.63], [-3.61, -1.95, -0.11], [-1.79, -0.57, -1.09], [-0.39, 1.15, -1.05], [0.68, 2.98, -1.63], [1.98, 5.04, -1.14], [1.33, 4.45, 3.08], [0.35, 2.20, 2.61], [-1.42, 1.58, 2.65], [-3.06, 0.03, 3.68]]}

# 2
{"formula": "C3H12N2O3", "method": "wB97M-V/def2-TZVPD", "energy_ha": -456.50333, "de_lowest_ev": 7.261, "largest_force_ha_per_bohr": 0.11608, "spin_multiplicity": 1, "orbital_gap_ev": 4.40, "total_charge": 0, "species": ["N", "C", "C", "C", "N", "O", "H", "H", "H", "H", "H", "H", "H", "H", "H", "H", "O", "H", "H", "O"], "xyz": [[-0.94, 1.22, 0.18], [-0.29, 0.42, 1.20], [-1.23, -0.31, 2.27], [0.57, -0.88, 0.67], [-0.20, -1.47, -0.39], [1.11, -1.64, 1.59], [-0.20, 1.88, -0.28], [-1.15, 0.58, -0.60], [0.44, 1.11, 1.69], [-1.93, -0.87, 1.65], [-0.55, -1.06, 2.71], [-1.76, 0.25, 3.05], [-0.13, -2.49, -0.32], [0.33, -1.23, -1.21], [0.66, 0.13, -3.78], [0.81, 0.65, -2.23], [0.47, -0.06, -2.85], [1.37, -0.33, 0.13], [1.55, 2.28, -2.07], [1.08, 1.80, -1.42]]}

# 3
{"formula": "BF4H16O8", "method": "wB97M-V/def2-TZVPD", "energy_ha": -1036.17136, "de_lowest_ev": 0.750, "largest_force_ha_per_bohr": 0.01414, "spin_multiplicity": 1, "orbital_gap_ev": 10.20, "total_charge": -1, "species": ["B", "F", "F", "F", "F", "O", "H", "H", "O", "H", "H", "O", "H", "H", "O", "H", "H", "O", "H", "H", "O", "H", "H", "O", "H", "H", "O", "H", "H"], "xyz": [[-0.36, 0.22, 0.32], [-1.39, 0.52, 1.26], [-0.84, 0.37, -0.97], [0.71, 1.15, 0.47], [0.11, -1.08, 0.54], [-1.86, -0.03, -4.21], [-2.07, 0.49, -3.42], [-1.31, 0.56, -4.75], [3.43, 2.31, 0.56], [3.50, 1.55, -0.02], [2.62, 2.14, 1.06], [-1.58, 3.04, 0.30], [-1.91, 3.15, -0.60], [-1.74, 2.10, 0.51], [0.23, -3.87, -0.41], [0.19, -2.99, 0.00], [-0.25, -4.44, 0.20], [1.38, -3.02, 2.22], [1.70, -3.79, 2.71], [0.78, -2.57, 2.82], [0.80, 3.42, -1.87], [-0.11, 3.49, -2.17], [0.82, 2.61, -1.34], [2.69, -0.57, 1.73], [1.91, -0.27, 1.23], [2.46, -1.49, 1.97], [-3.60, -0.94, 0.36], [-2.75, -0.47, 0.44], [-3.57, -1.61, 1.05]]}

# 4
{"formula": "C2ClNO2S", "method": "wB97M-V/def2-TZVPD", "smiles": "N#CC(=O)Cl.O=S", "energy_ha": -1139.72741, "de_lowest_ev": 0.813, "largest_force_ha_per_bohr": 0.04977, "spin_multiplicity": 1, "orbital_gap_ev": [7.80, 7.78], "total_charge": 0, "species": ["N", "C", "C", "O", "Cl", "O", "S"], "xyz": [[0.40, -2.04, 0.53], [0.81, -1.06, 0.08], [1.11, 0.23, -0.46], [0.84, 0.65, -1.53], [2.21, 1.19, 0.72], [-1.98, 0.57, 0.49], [-3.38, 0.46, 0.17]]}

# 5
{"formula": "C2H7NOS2", "method": "wB97M-V/def2-TZVPD", "smiles": "NC=O.CSS", "energy_ha": -1006.75798, "de_lowest_ev": 0.710, "largest_force_ha_per_bohr": 0.05359, "spin_multiplicity": 1, "orbital_gap_ev": 9.41, "total_charge": 0, "species": ["N", "C", "O", "H", "H", "H", "C", "S", "S", "H", "H", "H", "H"], "xyz": [[2.35, 1.43, 0.30], [1.33, 1.65, -0.62], [0.25, 2.07, -0.31], [2.07, 0.82, 1.05], [3.32, 1.47, 0.04], [1.67, 1.73, -1.67], [-1.30, -0.77, -1.61], [-1.67, -1.08, 0.16], [0.23, -1.11, 0.98], [-0.43, -1.28, -2.01], [-2.17, -1.08, -2.19], [-1.21, 0.32, -1.66], [0.22, 0.17, 1.39]]}

# 6
{"formula": "C7H8O3", "method": "wB97M-V/def2-TZVPD", "energy_ha": -497.04448, "de_lowest_ev": 5.987, "largest_force_ha_per_bohr": 0.09890, "spin_multiplicity": 1, "orbital_gap_ev": 8.81, "total_charge": 0, "species": ["C", "C", "C", "C", "C", "C", "C", "O", "O", "O", "H", "H", "H", "H", "H", "H", "H", "H"], "xyz": [[-0.36, 0.88, -0.82], [-0.07, -1.05, -0.70], [-1.07, 0.82, -1.96], [-0.85, -1.39, -1.70], [0.26, -0.02, 0.22], [-0.74, -0.03, 1.46], [1.78, 0.26, 0.51], [-1.52, -0.45, -2.45], [-1.51, 1.89, -2.65], [-1.08, -2.59, -2.15], [-0.47, -0.60, 2.41], [-1.67, -0.50, 1.15], [-0.97, 1.01, 1.85], [1.89, 1.23, 0.94], [2.29, 0.47, -0.44], [2.11, -0.51, 1.06], [-2.35, 1.77, -3.16], [-1.38, -2.51, -3.05]]}

# 7
{"formula": "C5H10N3O", "method": "wB97M-V/def2-TZVPD", "smiles": "C=N/C(=C/[NH+]=C)NCO", "energy_ha": -435.62042, "de_lowest_ev": 4.944, "largest_force_ha_per_bohr": 0.13480, "spin_multiplicity": 1, "orbital_gap_ev": 8.28, "total_charge": 1, "species": ["C", "N", "C", "C", "N", "C", "N", "C", "O", "H", "H", "H", "H", "H", "H", "H", "H", "H", "H"], "xyz": [[3.04, 0.20, 0.58], [1.90, -0.03, 0.10], [0.73, 0.47, 0.00], [-0.04, 1.17, -0.89], [-1.41, 1.18, -0.80], [-2.32, 1.49, -1.64], [-0.48, -0.25, 1.14], [-0.62, -1.66, 0.69], [0.46, -2.41, 0.67], [3.28, 1.15, 1.11], [3.97, -0.38, 0.37], [0.43, 1.78, -1.75], [-1.67, 0.69, 0.04], [-3.39, 1.09, -1.54], [-1.97, 1.96, -2.61], [-0.05, -0.35, 2.00], [-1.55, -1.87, 1.31], [-0.97, -1.50, -0.31], [0.65, -2.75, 1.52]]}

# 8
{"formula": "C15H40AsF6O13", "method": "wB97M-V/def2-TZVPD", "energy_ha": -4408.78974, "de_lowest_ev": 0.450, "largest_force_ha_per_bohr": 0.03210, "spin_multiplicity": 1, "orbital_gap_ev": 9.80, "total_charge": -1, "species": ["As", "F", "F", "F", "F", "F", "F", "C", "C", "C", "O", "C", "O", "O", "H", "H", "H", "H", "H", "H", "C", "C", "C", "O", "C", "O", "O", "H", "H", "H", "H", "H", "H", "C", "O", "H", "H", "H", "H", "C", "O", "H", "H", "H", "H", "C", "O", "H", "H", "H", "H", "C", "O", "H", "H", "H", "H", "C", "O", "H", "H", "H", "H", "C", "O", "H", "H", "H", "H", "C", "O", "H", "H", "H", "H"], "xyz": [[0.14, -0.10, 0.91], [-0.95, -1.47, 0.88], [-0.84, 0.70, -0.31], [1.23, 1.25, 0.88], [1.13, -0.95, 2.05], [1.04, -0.81, -0.42], [-0.82, 0.56, 2.19], [1.06, 0.25, -4.53], [0.80, -1.20, -4.19], [-0.28, -1.49, -3.14], [-1.20, -2.35, -3.80], [-0.87, -2.48, -5.11], [-1.56, -3.04, -5.90], [0.30, -1.90, -5.36], [2.05, 0.39, -4.95], [0.99, 0.86, -3.63], [0.32, 0.59, -5.26], [1.72, -1.72, -3.93], [-0.80, -0.56, -2.89], [0.16, -1.82, -2.20], [-4.40, -2.04, -2.54], [-4.12, -1.38, -1.21], [-4.02, 0.14, -1.14], [-4.65, 0.44, 0.10], [-5.41, -0.62, 0.51], [-6.12, -0.60, 1.45], [-5.21, -1.67, -0.32], [-3.57, -1.95, -3.25], [-5.36, -1.76, -2.96], [-4.39, -3.11, -2.32], [-3.21, -1.80, -0.76], [-4.54, 0.63, -1.96], [-2.97, 0.44, -1.09], [4.31, -0.16, 2.91], [5.43, 0.49, 3.52], [4.39, -1.23, 3.06], [3.35, 0.15, 3.34], [4.31, 0.10, 1.85], [5.26, 1.43, 3.46], [3.96, -1.32, -2.17], [5.03, -0.43, -1.82], [3.09, -1.09, -1.57], [3.73, -1.18, -3.23], [4.29, -2.35, -1.98], [5.86, -0.74, -2.19], [1.22, 3.45, -2.53], [0.69, 3.50, -1.23], [0.54, 2.96, -3.24], [1.45, 4.47, -2.83], [2.18, 2.93, -2.59], [0.78, 2.65, -0.79], [-0.94, -3.73, 3.29], [-1.69, -2.71, 3.91], [-1.58, -4.60, 3.13], [-0.55, -3.40, 2.33], [-0.09, -4.03, 3.92], [-1.45, -1.84, 3.56], [-2.94, 2.85, 2.30], [-3.00, 3.67, 3.46], [-2.17, 2.96, 1.53], [-2.90, 1.83, 2.66], [-3.89, 3.02, 1.79], [-2.28, 4.29, 3.58], [4.26, 2.37, 0.16], [5.47, 1.65, 0.06], [4.27, 2.91, 1.10], [4.17, 3.12, -0.63], [3.38, 1.73, 0.15], [5.43, 1.00, -0.65], [-1.73, 0.81, 5.85], [-0.92, 0.68, 7.02], [-2.17, -0.15, 5.58], [-2.57, 1.48, 6.04], [-1.12, 1.26, 5.06], [-0.50, -0.18, 7.04]]}